Formula: C15H33GaIO2
Source: the Open Molecules 2025 dataset
Level of theory: wB97M-V/def2-TZVPD

Properties
electronic energy: -80656.323 eV
charge: -1
HOMO level: -4.440 eV
Kohn-Sham gap: 6.88 eV
2S+1: 1

Geometry as XYZ:
```
52
C15H33GaIO2, DFT wB97M-V/def2-TZVPD
C 5.77 -0.50 1.24
C 4.69 0.28 2.22
C 3.86 1.47 1.40
Ga 2.24 0.52 0.45
O 1.29 -0.37 1.84
C 3.11 -0.79 -0.94
C 2.00 -1.44 -1.98
C 2.62 -2.90 -2.51
I 3.43 -2.78 -4.56
C 1.17 2.03 -0.50
C 0.00 2.72 0.41
C -1.49 2.09 0.26
C -1.94 1.70 -1.27
C -3.55 1.49 -1.48
C -4.42 1.34 -0.10
C -4.10 -0.05 0.75
C -5.17 -1.26 0.43
O -5.18 -2.28 1.50
C -4.50 -3.50 1.03
H 5.44 -1.61 1.03
H 6.83 -0.55 1.77
H 5.93 0.07 0.22
H 5.18 0.69 3.22
H 3.86 -0.54 2.48
H 3.50 2.34 2.10
H 4.58 1.85 0.53
H 1.40 0.24 2.65
H 3.96 -0.21 -1.54
H 3.67 -1.67 -0.36
H 2.00 -0.75 -2.95
H 0.94 -1.59 -1.52
H 3.51 -3.28 -1.83
H 1.80 -3.75 -2.53
H 0.83 1.63 -1.54
H 1.97 2.89 -0.73
H -0.02 3.91 0.30
H 0.32 2.55 1.55
H -1.60 1.22 1.04
H -2.25 2.94 0.62
H -1.60 2.55 -2.01
H -1.33 0.72 -1.58
H -3.77 0.59 -2.24
H -3.95 2.47 -2.04
H -4.33 2.29 0.61
H -5.57 1.28 -0.41
H -2.99 -0.43 0.60
H -4.20 0.24 1.90
H -4.90 -1.68 -0.63
H -6.24 -0.75 0.38
H -3.59 -3.14 0.37
H -5.17 -4.23 0.41
H -4.04 -4.06 1.95
```

Formula: C15H33NO8S3
Source: the Open Molecules 2025 dataset
Level of theory: wB97M-V/def2-TZVPD

Properties
electronic energy: -66456.415 eV
energy above the lowest of the compared OMol25 structures with the same formula, charge and spin: 52.0 kJ/mol
charge: 0
HOMO level: -8.298 eV
Kohn-Sham gap: 8.45 eV
2S+1: 1

Geometry as XYZ:
```
60
C15H33NO8S3, DFT wB97M-V/def2-TZVPD
C 1.85 0.45 -0.96
C 1.51 -0.43 -2.12
O 1.81 -0.10 -3.27
N 0.65 -1.66 -2.00
H 0.24 -1.80 -1.09
H -0.23 -1.81 -2.68
C 1.51 -2.80 -2.35
H 1.10 1.12 -0.77
H 2.89 0.87 -1.11
H 1.67 0.07 -0.08
H 2.49 -2.82 -1.78
H 1.90 -2.58 -3.33
H 1.03 -3.98 -2.51
O -0.47 -1.60 0.28
H -0.62 -0.78 0.90
C -3.09 1.03 2.58
C -3.35 2.58 2.50
C -2.21 3.13 1.86
S -0.69 2.30 2.51
O -0.19 3.04 3.66
O 0.31 2.00 1.41
C -1.66 0.94 3.03
H -3.22 0.63 1.64
H -3.77 0.64 3.38
H -3.76 2.95 3.53
H -4.11 2.66 1.75
H -2.16 4.35 2.04
H -2.13 3.02 0.69
H -1.63 0.96 4.01
H -1.10 0.04 2.87
C -2.32 1.80 -3.52
C -2.01 1.24 -2.10
C -2.61 -0.08 -1.95
S -2.61 -0.81 -3.56
O -3.96 -1.25 -3.78
O -1.61 -1.76 -3.68
C -2.21 0.62 -4.48
H -1.84 2.72 -3.88
H -3.41 2.18 -3.50
H -2.38 1.90 -1.28
H -0.94 1.04 -2.23
H -3.72 -0.01 -1.79
H -2.10 -0.67 -1.21
H -3.19 0.79 -5.14
H -1.37 0.54 -5.12
C 2.30 -1.05 2.53
C 3.49 -0.07 2.41
C 4.64 -0.80 2.27
S 4.33 -2.44 1.73
O 4.89 -3.45 2.50
O 4.53 -2.50 0.27
C 2.60 -2.50 1.95
H 1.45 -0.73 2.13
H 1.96 -1.06 3.70
H 3.50 0.45 3.20
H 3.29 0.68 1.52
H 4.81 -0.94 3.30
H 5.47 -0.60 1.65
H 2.27 -3.21 2.53
H 2.19 -2.43 0.94
```

Formula: C15H33O7
Source: the Open Molecules 2025 dataset
Level of theory: wB97M-V/def2-TZVPD

Properties
electronic energy: -30417.194 eV
charge: -1
HOMO level: -1.240 eV
Kohn-Sham gap: 3.47 eV
2S+1: 1

Geometry as XYZ:
```
55
C15H33O7, DFT wB97M-V/def2-TZVPD
C 6.89 -3.06 1.24
C 5.72 -4.02 1.41
C 4.37 -3.37 1.49
O 3.29 -3.85 1.18
H 6.69 -2.11 1.75
H 7.05 -2.85 0.18
H 5.78 -4.69 2.30
H 5.65 -4.72 0.56
H 4.41 -2.30 1.82
C -0.57 -6.02 -0.91
O -0.78 -5.03 0.06
C 0.41 -4.30 0.39
C 0.13 -2.84 0.59
O -0.19 -2.13 -0.61
C -1.47 -2.32 -1.18
C -2.62 -1.68 -0.42
O -2.94 -2.39 0.76
C -3.29 -1.57 1.84
H -0.03 -6.89 -0.52
H -1.55 -6.36 -1.26
H -0.01 -5.64 -1.77
H 1.17 -4.43 -0.38
H 0.83 -4.69 1.32
H 1.08 -2.41 0.92
H -0.63 -2.68 1.36
H -1.69 -3.38 -1.35
H -1.42 -1.82 -2.15
H -3.49 -1.67 -1.09
H -2.37 -0.64 -0.19
H -2.57 -0.76 1.98
H -3.28 -2.20 2.74
H -4.29 -1.14 1.73
C -0.31 1.26 -0.33
O 0.09 2.61 -0.38
C 0.32 3.10 -1.69
C -0.20 4.51 -1.85
O -1.62 4.60 -1.86
C -2.27 4.61 -0.60
C -2.28 5.97 0.07
O -1.01 6.31 0.58
C -0.70 7.68 0.50
H 0.52 0.57 -0.49
H -0.72 1.08 0.67
H -1.09 1.05 -1.07
H -0.16 2.45 -2.43
H 1.40 3.11 -1.90
H 0.11 4.85 -2.84
H 0.24 5.17 -1.10
H -1.86 3.86 0.08
H -3.31 4.36 -0.81
H -3.02 5.94 0.89
H -2.62 6.72 -0.66
H -0.93 8.09 -0.49
H 0.37 7.78 0.69
H -1.25 8.27 1.25
```

Formula: C15H34Br3CsN4O3P
Source: the Open Molecules 2025 dataset
Level of theory: wB97M-V/def2-TZVPD

Properties
electronic energy: -248161.793 eV
energy above the lowest of the compared OMol25 structures with the same formula, charge and spin: 0.0 kJ/mol
charge: +1
HOMO level: -9.693 eV
Kohn-Sham gap: 5.11 eV
2S+1: 1

Geometry as XYZ:
```
61
C15H34Br3CsN4O3P, DFT wB97M-V/def2-TZVPD
C -1.19 1.90 2.79
C -0.92 1.75 1.45
N 0.11 2.45 0.76
P -0.45 2.39 -1.00
O 0.01 3.59 -1.71
C 1.28 1.73 0.88
N 1.19 0.34 1.13
N 2.41 2.37 0.74
C 3.72 1.72 0.84
C 4.49 1.71 -0.50
C 3.59 1.49 -1.70
Br 3.03 -0.37 -1.85
C 2.42 3.81 0.44
C 2.71 4.66 1.69
C 2.03 6.01 1.47
Br 4.63 5.05 1.82
H -1.62 2.80 3.23
H -1.01 1.06 3.46
H -1.52 1.02 0.90
H 0.06 1.17 -1.46
H -1.85 2.29 -0.87
H 1.86 -0.16 0.54
H 1.54 0.19 2.08
H 4.29 2.29 1.57
H 3.67 0.71 1.22
H 5.32 1.02 -0.47
H 4.91 2.71 -0.63
H 4.13 1.77 -2.60
H 2.69 2.10 -1.69
H 1.51 4.13 -0.05
H 3.22 4.02 -0.26
H 2.37 4.18 2.60
H 2.39 6.74 2.19
H 0.94 5.91 1.47
H 2.33 6.38 0.49
C -4.17 -6.06 -0.17
O -2.80 -5.97 -0.53
C -2.59 -5.77 -1.93
C -1.98 -4.41 -2.18
N -2.94 -3.34 -1.91
C -2.36 -1.99 -1.92
C -1.35 -1.69 -0.81
O -1.90 -1.67 0.51
C -1.93 -2.93 1.17
H -4.22 -6.30 0.89
H -4.70 -5.12 -0.35
H -4.66 -6.86 -0.73
H -3.52 -5.89 -2.49
H -1.89 -6.54 -2.26
H -1.66 -4.34 -3.22
H -1.08 -4.32 -1.54
H -3.35 -3.51 -1.00
H -3.19 -1.30 -1.83
H -1.90 -1.81 -2.89
H -0.98 -0.69 -0.98
H -0.48 -2.36 -0.85
H -1.10 -3.57 0.86
H -2.87 -3.45 1.00
H -1.85 -2.75 2.24
Br -2.17 0.96 -2.73
Cs -2.66 0.75 4.69
```

Formula: C15H34Cl30FGaOP
Source: the Open Molecules 2025 dataset
Level of theory: wB97M-V/def2-TZVPD

Properties
electronic energy: -458211.953 eV
charge: -1
HOMO level: -4.569 eV
Kohn-Sham gap: 6.21 eV
2S+1: 1

Geometry as XYZ:
```
83
C15H34Cl30FGaOP, DFT wB97M-V/def2-TZVPD
O 3.34 1.81 0.27
P 2.83 2.43 -1.01
Ga 0.43 2.46 -1.13
F -0.01 0.84 -0.41
H 3.30 1.71 -2.14
H 3.38 3.71 -1.20
H -0.10 2.52 -2.63
H -0.18 3.61 -0.21
C -0.13 -0.32 2.23
Cl 0.97 -1.58 2.82
Cl -1.81 -0.73 2.61
H 0.12 0.60 2.74
H -0.02 -0.21 1.16
C -0.94 -3.55 5.58
Cl 0.12 -4.82 6.20
Cl -2.64 -3.88 5.93
H -0.66 -2.61 6.05
H -0.81 -3.48 4.51
C -1.48 -6.39 9.10
Cl -0.41 -7.64 9.76
Cl -3.18 -6.70 9.50
H -1.20 -5.44 9.52
H -1.38 -6.38 8.02
C -4.77 -8.86 7.07
Cl -3.85 -10.37 7.23
Cl -5.20 -8.52 5.39
H -5.68 -8.95 7.65
H -4.15 -8.05 7.45
C 2.85 6.00 -3.85
Cl 1.29 5.84 -3.06
Cl 3.89 4.61 -3.57
H 2.69 6.09 -4.92
H 3.35 6.89 -3.47
C 0.56 -2.73 10.01
Cl 1.40 -4.28 9.89
Cl -0.91 -2.72 9.02
H 0.28 -2.57 11.04
H 1.22 -1.94 9.66
C -0.60 2.18 -6.34
Cl 0.41 0.87 -5.71
Cl -0.23 3.74 -5.60
H -0.42 2.26 -7.41
H -1.63 1.94 -6.14
C 1.20 -4.29 -0.43
Cl 0.58 -2.65 -0.30
Cl 1.02 -4.96 -2.07
H 2.25 -4.28 -0.19
H 0.65 -4.93 0.25
C 3.01 -1.14 -6.76
Cl 3.26 -1.16 -5.01
Cl 4.43 -1.72 -7.66
H 2.18 -1.78 -7.01
H 2.81 -0.11 -7.06
C -2.27 7.49 -5.64
Cl -2.03 7.57 -3.89
Cl -0.84 6.89 -6.49
H -3.09 6.80 -5.84
H -2.50 8.48 -6.00
C 5.61 1.33 -5.76
Cl 5.88 1.23 -4.02
Cl 4.12 2.22 -6.15
H 6.44 1.86 -6.21
H 5.52 0.33 -6.16
C -2.84 0.38 10.77
Cl -1.59 -0.46 11.70
Cl -2.25 1.91 10.11
H -3.13 -0.26 9.95
H -3.67 0.59 11.43
C 1.34 -2.55 -10.21
Cl 0.57 -1.02 -9.75
Cl 1.63 -3.59 -8.81
H 0.70 -3.07 -10.90
H 2.30 -2.32 -10.66
C -1.19 2.16 5.62
Cl -0.21 0.68 5.64
Cl -1.64 2.65 3.99
H -2.09 1.98 6.19
H -0.60 2.96 6.07
C -3.20 7.10 -10.20
Cl -2.21 5.65 -9.98
Cl -3.22 8.12 -8.75
H -2.78 7.68 -11.02
H -4.21 6.79 -10.42
```

Formula: C15H34F3GeNO6PS7SeZn
Source: the Open Molecules 2025 dataset
Level of theory: wB97M-V/def2-TZVPD

Properties
electronic energy: -293456.033 eV
charge: -1
HOMO level: -3.945 eV
Kohn-Sham gap: 6.06 eV
2S+1: 1

Geometry as XYZ:
```
70
C15H34F3GeNO6PS7SeZn, DFT wB97M-V/def2-TZVPD
Zn 0.43 1.09 0.09
S 2.74 0.33 -0.45
S 3.60 2.17 -0.20
S 2.32 3.53 -1.05
S 0.61 3.44 0.08
C 1.32 -1.09 5.27
C -0.10 -0.55 5.17
O -0.14 0.75 4.65
P -0.37 0.88 2.99
O -0.77 2.44 3.01
C -2.04 2.89 3.46
C -1.86 3.64 4.77
O 1.14 1.13 2.45
C 1.96 2.12 3.08
C 3.36 1.59 3.30
H 1.31 -2.08 5.72
H 1.93 -0.42 5.87
H 1.75 -1.15 4.27
H -0.57 -0.53 6.16
H -0.69 -1.22 4.52
H -2.73 2.06 3.59
H -2.42 3.55 2.67
H -1.40 2.98 5.50
H -2.83 3.97 5.14
H -1.22 4.50 4.63
H 1.50 2.40 4.04
H 1.99 3.00 2.44
H 3.34 0.71 3.95
H 3.97 2.36 3.77
H 3.82 1.32 2.35
C 0.82 -5.15 -1.70
Ge 1.83 -3.55 -2.30
C 3.41 -3.20 -1.17
C 2.32 -3.75 -4.23
C 0.65 -1.96 -2.16
Se -0.19 -1.79 -0.38
C -2.04 -1.77 -1.00
H 1.46 -6.01 -1.58
H 0.04 -5.41 -2.42
H 0.34 -4.92 -0.75
H 4.06 -4.07 -1.06
H 3.06 -2.89 -0.19
H 3.98 -2.37 -1.58
H 2.98 -4.60 -4.39
H 2.82 -2.86 -4.59
H 1.43 -3.90 -4.84
H -0.17 -1.97 -2.87
H 1.24 -1.06 -2.31
H -2.19 -2.59 -1.70
H -2.25 -0.81 -1.46
H -2.67 -1.90 -0.13
F -5.09 1.74 -0.25
C -4.10 1.14 0.42
F -4.32 -0.18 0.33
F -4.27 1.46 1.72
S -2.39 1.77 -0.14
O -2.35 1.44 -1.54
O -2.51 3.14 0.21
O -1.52 0.92 0.67
S 0.45 1.41 -2.92
C -0.63 1.03 -4.09
N -0.24 0.88 -5.38
C -1.28 0.98 -6.38
C -2.51 0.38 -5.72
S -2.35 0.76 -3.91
H 0.69 1.20 -5.60
H -0.99 0.42 -7.27
H -1.45 2.03 -6.65
H -2.55 -0.70 -5.84
H -3.44 0.82 -6.08
```

Number 1: lowest unoccupied orbital energy 2.44 eV. Number 2: lowest unoccupied orbital energy 0.15 eV. Number 3: lowest unoccupied orbital energy 2.23 eV. Number 4: lowest unoccupied orbital energy -4.58 eV. Number 5: lowest unoccupied orbital energy 1.64 eV. Number 6: lowest unoccupied orbital energy 2.11 eV.